The following is a DFT calculation (ωB97M-V/def2-TZVPD) of a molecular structure, C31H49BrN2OP2Pt in a non-equilibrium geometry.

Largest force on an atom, eV/A: 2.88
HOMO (spin up / spin down), eV: -9.9 / -12.8
Gap between HOMO and LUMO (spin up / spin down), eV: 3.205 / 6.326
Relative energy (zero: lowest compared OMol25 entry of this formula, charge and spin), kcal per mole: 96.1
LUMO (spin up / spin down), eV: -6.67 / -6.52
<S²>: 2.04
Energy, Eh: -4770.67610
Charge: +2
Spin multiplicity: 3

Each line ends with the Mulliken spin population.
CARTESIAN COORDINATES (ANGSTROEM)
C 0.1696 4.6914 -3.5373  0.04
C -0.0417 3.4364 -4.1565  -0.07
C -0.3128 3.3512 -5.5435  0.05
C -0.4453 4.5713 -6.2352  -0.01
N -0.2822 5.7441 -5.6107  0.04
C 0.0320 5.8337 -4.3186  -0.01
C -0.1080 2.3198 -3.2914  0.53
C -0.3250 1.9792 -2.0159  0.10
C -0.6779 2.0683 -0.6425  -0.06
C 0.3258 1.8396 0.3246  0.11
C -0.0523 1.4700 1.6006  -0.07
C -1.3268 0.9153 1.7425  0.15
C -2.3610 1.3699 0.9335  -0.02
C -2.0409 1.7852 -0.3498  0.13
Pt -0.3581 0.3660 -3.1434  1.06
P 2.4565 -1.4798 0.2221  0.03
H -0.4939 2.3948 -6.0391  0.01
H 0.3515 4.7132 -2.4666  0.00
H -0.7012 4.5923 -7.2970  0.00
H 0.1633 6.8145 -3.8573  0.00
H -2.7670 1.6556 -1.1598  -0.01
H 1.3581 1.7701 -0.0156  0.02
H -3.3801 1.2756 1.3032  0.00
H 0.6483 1.5756 2.4215  0.01
C 3.1313 -3.1223 0.5602  0.00
C 4.2474 -3.6026 -0.3600  0.00
H 2.2726 -3.8079 0.5007  0.00
H 3.4639 -3.0950 1.6064  0.00
H 4.6320 -4.5432 0.0392  0.00
H 3.9048 -3.8094 -1.3810  0.00
H 5.1013 -2.9199 -0.4222  0.00
C 2.5270 -1.1644 -1.5772  -0.02
C 3.8157 -0.5213 -2.0892  0.00
H 1.6370 -0.5495 -1.8532  0.03
H 2.3879 -2.1418 -2.0605  0.02
H 3.7835 -0.5130 -3.1797  -0.01
H 3.9127 0.5178 -1.7625  0.00
H 4.7213 -1.0632 -1.7952  0.01
C 3.4289 -0.1689 1.0218  0.00
C 4.8895 -0.5580 1.3096  0.00
H 2.8967 0.0866 1.9567  0.00
H 3.3864 0.7209 0.3628  0.00
H 5.3586 0.2812 1.8453  0.00
H 4.9654 -1.4536 1.9501  0.00
H 5.4699 -0.7274 0.3835  0.00
Br 0.4592 -1.4499 1.4953  0.01
P -1.2816 -1.4486 -2.3043  -0.24
C -0.1682 -2.9008 -2.0709  0.05
C -0.8200 -4.2807 -2.1166  0.01
H 0.2955 -2.7352 -1.0725  -0.01
H 0.6276 -2.8123 -2.8205  -0.02
H -0.0319 -5.0141 -2.3489  0.00
H -1.2250 -4.5742 -1.1399  0.00
H -1.6158 -4.3528 -2.8697  0.00
C -2.1778 -1.5449 -0.6956  0.03
C -3.2271 -2.6401 -0.4972  0.00
H -2.6265 -0.5519 -0.5647  -0.01
H -1.3736 -1.6540 0.0605  -0.02
H -3.6573 -2.4563 0.4997  0.00
H -4.0374 -2.5918 -1.2389  0.00
H -2.8038 -3.6539 -0.4844  0.00
C -2.7578 -1.3356 -3.3749  0.06
C -2.7792 -2.4586 -4.3928  0.00
H -2.6840 -0.3450 -3.8612  0.01
H -3.6658 -1.3375 -2.7793  0.01
H -3.3355 -2.1091 -5.2734  0.00
H -1.7672 -2.7412 -4.7115  0.01
H -3.2897 -3.3554 -4.0183  0.00
O -1.7702 0.0999 2.8027  0.01
C -1.5578 0.4076 4.0745  0.01
C -0.2010 0.5636 4.5930  0.00
C 0.0220 2.0104 4.9939  0.00
C -0.6549 2.3276 6.3266  0.00
C -2.1726 2.2835 6.2751  0.00
C -2.7261 0.8654 6.1916  0.00
N -2.6504 0.3697 4.8051  0.00
H -0.1456 -0.1135 5.4566  0.00
H 0.4819 0.2057 3.8149  0.00
H 1.1024 2.1759 5.0870  0.00
H -0.3529 2.6876 4.2106  0.00
H -0.2894 1.6213 7.0912  0.00
H -0.3458 3.3328 6.6321  0.00
H -2.5838 2.7429 7.1859  0.00
H -2.5568 2.8738 5.4332  0.00
H -2.1681 0.1875 6.8481  0.00
H -3.7740 0.8458 6.4781  0.00
H -3.4787 -0.0418 4.3567  0.00

Forces on atoms 1 to 3 (eV/Å):
-0.42 -0.34 -0.77
-0.18 1.47 -0.39
-0.07 0.71 0.42